(A)
Density functional theory data (ωB97M-V with the def2-TZVPD basis set) for 2 unconnected molecules or ions with the total composition C24H32N2O4.

Each line ends with the natural charge from an NBO analysis.
Positions of all 62 atoms, in Å:
C  -5.894  1.760  -2.922  -0.6209
C  -4.635  2.510  -2.576  -0.0713
O  -3.641  1.549  -2.174  -0.5544
C  -2.516  2.129  -1.675  0.7708
C  -1.303  1.301  -1.977  -0.2868
C  -1.482  -0.036  -2.572  -0.6416
C  -0.108  2.132  -2.132  0.5190
C  1.183  1.369  -2.323  -0.7110
O  -0.119  3.358  -2.006  -0.5719
O  -2.552  3.179  -1.059  -0.6092
H  -6.664  2.483  -3.200  0.2085
H  -5.734  1.084  -3.771  0.2065
H  -6.265  1.188  -2.063  0.2116
H  -4.243  3.057  -3.444  0.1746
H  -4.794  3.206  -1.748  0.2002
H  -2.469  -0.424  -2.281  0.2346
H  -1.461  -0.031  -3.682  0.2024
H  -0.699  -0.730  -2.220  0.2007
H  1.122  0.578  -3.078  0.2075
H  1.972  2.068  -2.612  0.2246
H  1.470  0.931  -1.358  0.2316
C  0.465  -2.508  2.740  -0.4097
N  1.802  -2.304  2.206  -0.2863
C  2.246  -1.338  1.363  0.3864
C  1.384  -0.233  0.899  0.3820
C  0.028  -0.515  0.469  -0.4477
C  -0.884  0.517  0.371  -0.0832
C  -2.228  0.320  0.918  0.0007
C  -2.983  1.313  1.581  -0.1920
C  -4.107  0.961  2.330  -0.2161
C  -4.550  -0.365  2.372  -0.2154
C  -3.867  -1.334  1.639  -0.2257
C  -2.747  -0.982  0.889  -0.2171
O  1.784  0.968  0.902  -0.6458
N  3.586  -1.531  1.217  -0.2903
C  4.537  -0.662  0.467  0.1404
C  5.921  -1.274  0.502  -0.6224
C  4.611  0.688  1.162  -0.6469
C  4.089  -0.564  -0.981  -0.6209
C  3.958  -2.624  1.968  -0.0493
C  2.855  -3.114  2.566  -0.0534
H  0.569  -3.078  3.674  0.2162
H  -0.021  -1.554  2.966  0.2560
H  -0.167  -3.074  2.042  0.2258
H  -0.221  -1.574  0.344  0.1933
H  -0.533  1.548  0.275  0.2695
H  -2.650  2.349  1.520  0.2413
H  -4.638  1.727  2.898  0.2166
H  -5.455  -0.619  2.926  0.2128
H  -4.199  -2.368  1.658  0.2084
H  -2.247  -1.741  0.289  0.2026
H  5.940  -2.284  0.080  0.2113
H  6.591  -0.650  -0.103  0.2409
H  6.327  -1.297  1.519  0.2132
H  3.629  1.157  1.247  0.2919
H  5.039  0.555  2.160  0.1989
H  5.271  1.348  0.592  0.2186
H  3.096  -0.131  -1.085  0.2457
H  4.791  0.080  -1.523  0.2282
H  4.105  -1.556  -1.447  0.2093
H  4.971  -2.975  2.029  0.2483
H  2.734  -3.943  3.239  0.2384

Values from the calculation:
Net charge: 0

---

(B)
Density functional theory data (ωB97M-V with the def2-TZVPD basis set) for a single C24H32N2O4 molecule.

Each line ends with the natural charge from an NBO analysis.
Positions of all 62 atoms, in Å:
C  -3.153  -0.224  3.410  -0.6392
C  -4.569  0.073  2.923  -0.0617
O  -4.688  0.018  1.518  -0.5271
C  -4.258  1.062  0.749  0.3827
C  -3.744  2.254  1.247  -0.3285
C  -3.365  3.270  0.386  -0.1760
C  -3.505  3.118  -0.980  -0.2465
C  -4.018  1.933  -1.479  -0.1860
C  -4.383  0.892  -0.641  -0.1209
C  -4.913  -0.405  -1.213  -0.2304
N  -3.947  -1.433  -1.555  -0.4436
C  -3.243  -2.061  -0.462  -0.2205
C  -1.943  -1.354  -0.052  -0.4495
C  -1.029  -1.217  -1.270  0.0949
O  0.146  -0.476  -0.969  -0.5092
C  1.174  -1.054  -0.304  0.3971
C  1.242  -2.387  0.096  -0.3130
C  2.365  -2.854  0.760  -0.1919
C  3.437  -2.024  1.023  -0.2350
C  3.382  -0.691  0.620  -0.1202
C  4.494  0.268  0.876  0.6672
O  4.308  1.448  1.107  -0.6296
N  5.735  -0.286  0.857  -0.6067
C  6.922  0.530  0.910  -0.2631
C  7.589  0.654  -0.473  -0.0660
O  6.714  1.037  -1.499  -0.5357
C  6.235  2.362  -1.406  -0.2670
C  2.253  -0.214  -0.024  -0.2334
C  -1.777  -0.455  -2.360  -0.4289
C  -3.086  -1.188  -2.688  -0.2156
H  -2.842  -1.207  3.065  0.2131
H  -3.129  -0.207  4.496  0.2171
H  -2.446  0.510  3.031  0.2161
H  -4.921  1.039  3.307  0.1724
H  -5.251  -0.704  3.282  0.1931
H  -3.635  2.410  2.309  0.2164
H  -2.964  4.186  0.794  0.2139
H  -3.219  3.913  -1.651  0.2147
H  -4.142  1.811  -2.546  0.2093
H  -5.602  -0.850  -0.490  0.2170
H  -5.471  -0.184  -2.128  0.2010
H  -3.916  -2.121  0.393  0.2172
H  -2.996  -3.084  -0.780  0.1826
H  -2.157  -0.354  0.325  0.2142
H  -1.449  -1.919  0.741  0.2114
H  -0.756  -2.212  -1.653  0.1667
H  0.431  -3.071  -0.096  0.2158
H  2.396  -3.886  1.075  0.2133
H  4.291  -2.403  1.565  0.2113
H  5.839  -1.215  0.481  0.3948
H  6.609  1.510  1.276  0.2356
H  7.642  0.097  1.611  0.1983
H  7.973  -0.323  -0.784  0.1799
H  8.433  1.357  -0.394  0.1666
H  5.712  2.557  -2.340  0.1927
H  7.065  3.071  -1.298  0.1584
H  5.539  2.488  -0.572  0.1983
H  2.204  0.821  -0.322  0.2394
H  -1.979  0.554  -1.999  0.2189
H  -1.156  -0.383  -3.254  0.2144
H  -3.646  -0.630  -3.440  0.2021
H  -2.833  -2.167  -3.116  0.1870

Values from the calculation:
Net charge: 0

---

Most stable one: (B), least stable one: (A).

---

(A)
Density functional theory data (ωB97M-V with the def2-TZVPD basis set) for a gas-phase ion, C4H5N2 (charge +1).

Each line ends with the natural charge from an NBO analysis.
Positions of all 11 atoms, in Å:
C  1.803  -0.943  -0.039  0.0662
N  1.224  0.052  0.404  -0.3507
C  0.593  1.119  0.062  0.2266
C  -0.880  1.142  0.056  -0.5502
C  -1.552  -0.001  0.041  0.5913
N  -2.190  -0.976  0.096  -0.5010
H  1.470  -1.329  -1.055  0.2105
H  2.418  -1.478  0.688  0.2290
H  1.149  2.104  -0.024  0.2705
H  -1.322  2.157  -0.178  0.3110
H  -2.713  -1.845  -0.051  0.4968

Values from the calculation:
Net charge: +1

---

(B)
Density functional theory data (ωB97M-V with the def2-TZVPD basis set) for a gas-phase ion, C4H5N2 (charge +1).

Each line ends with the natural charge from an NBO analysis.
Positions of all 11 atoms, in Å:
H  1.247  -2.244  -2.315  0.3958
N  0.931  -1.541  -1.656  -0.5067
C  1.725  -0.676  -1.245  0.2168
N  1.125  0.186  -0.352  -0.2651
C  0.200  0.563  0.239  0.6949
C  -0.798  1.142  0.984  -0.4298
C  -1.875  0.461  1.409  -0.1065
H  2.777  -0.469  -1.432  0.2274
H  -0.671  2.203  1.185  0.2985
H  -2.649  0.970  1.960  0.2434
H  -2.011  -0.594  1.222  0.2311

Values from the calculation:
Net charge: +1

---

Most stable one: (B), least stable one: (A).

---

(A)
Density functional theory data (ωB97M-V with the def2-TZVPD basis set) for a gas-phase ion, C11H15N2 (charge +1).

Each line ends with the Löwdin spin population.
Positions of all 28 atoms, in Å:
C  -0.904  -2.765  1.153  0.1064
C  -1.207  -1.766  2.013  0.1002
C  -2.113  -1.463  -0.565  0.0435
C  -2.322  -0.512  0.322  0.0330
C  -0.751  -2.013  -0.220  0.0187
C  -1.076  -0.376  1.207  0.0128
C  2.287  -0.044  -0.062  0.0335
C  0.739  1.315  -1.356  0.4013
C  1.265  -0.811  0.725  0.0569
C  0.073  2.628  -1.632  0.0475
C  0.447  3.888  -1.336  0.2476
N  1.737  1.213  -0.545  0.2126
N  -0.050  -0.802  0.201  0.5741
H  -0.953  -3.897  1.264  0.0057
H  -1.663  -1.843  3.044  0.0041
H  -2.821  -1.854  -1.162  0.0015
H  -3.217  -0.026  0.430  0.0006
H  3.246  0.073  0.479  0.0006
H  2.437  -0.717  -0.868  0.0029
H  -0.191  -2.375  -1.072  0.0026
H  0.374  0.555  -2.076  0.0292
H  1.767  -1.797  0.913  0.0128
H  1.282  -0.558  1.874  0.0087
H  -0.872  2.400  -2.065  -0.0012
H  -0.907  0.552  1.765  0.0016
H  -0.036  4.747  -1.418  0.0216
H  1.509  4.228  -0.972  0.0124
H  1.923  2.020  -0.038  0.0089

Values from the calculation:
Spin multiplicity: 3
Net charge: +1
⟨S²⟩: 2.027

---

(B)
Density functional theory data (ωB97M-V with the def2-TZVPD basis set) for 2 unconnected molecules or ions with the total composition C11H15N2.

Each line ends with the Löwdin spin population.
Positions of all 28 atoms, in Å:
C  -1.164  3.322  -0.193  0.2019
C  -1.682  2.810  1.075  -0.0187
C  -0.758  2.462  -1.172  0.0135
C  -1.908  1.475  1.169  0.1114
C  -0.868  1.079  -1.118  0.1779
C  -1.576  0.591  0.041  0.0442
C  2.279  -0.837  -1.268  0.0822
C  1.430  -2.085  -1.789  0.0354
C  1.212  -2.142  1.439  0.0955
C  0.975  -0.673  1.668  0.0354
C  -1.827  -0.751  0.220  0.4328
N  0.934  -1.189  -0.810  0.2902
N  0.489  -1.366  0.520  0.3846
H  -1.059  4.334  -0.391  0.0128
H  -2.029  3.494  1.973  -0.0028
H  -0.258  2.783  -2.088  -0.0036
H  -2.455  0.946  2.018  0.0026
H  -0.513  0.412  -1.910  0.0123
H  3.175  -1.171  -0.737  0.0080
H  2.449  0.125  -1.833  0.0039
H  1.040  -2.183  -2.829  0.0125
H  1.638  -3.108  -1.418  0.0044
H  2.210  -2.554  1.074  0.0068
H  0.643  -2.816  2.016  0.0056
H  0.153  -0.457  2.290  0.0112
H  1.681  0.122  1.553  0.0019
H  -2.235  -1.225  1.121  0.0190
H  -1.974  -1.397  -0.622  0.0194

Values from the calculation:
Spin multiplicity: 3
Net charge: +1
⟨S²⟩: 2.051

---

Most stable one: (A), least stable one: (B).

---

(A)
Density functional theory data (ωB97M-V with the def2-TZVPD basis set) for 2 unconnected molecules or ions with the total composition C2H4O3Si.

Each line ends with the natural charge from an NBO analysis.
Positions of all 10 atoms, in Å:
C  -1.366  -0.218  -2.193  -0.0105
C  0.527  0.353  0.930  -0.7677
O  -1.661  0.940  -2.183  -0.4758
O  -0.706  -2.716  -0.743  -0.5954
O  0.379  -2.387  -1.703  -0.5991
Si  -0.334  -1.144  -0.928  1.6582
H  -1.656  -0.797  -3.169  0.1353
H  -0.148  -0.046  1.586  0.2018
H  1.538  -0.110  1.011  0.2225
H  0.392  1.242  0.298  0.2307

Values from the calculation:
Net charge: 0

---

(B)
Density functional theory data (ωB97M-V with the def2-TZVPD basis set) for a single C2H4O3Si molecule.

Each line ends with the natural charge from an NBO analysis.
Positions of all 10 atoms, in Å:
C  -1.550  -0.344  0.453  -1.1090
Si  0.300  -0.564  -0.086  1.7457
C  1.298  1.388  -0.549  0.1552
O  0.674  2.401  -0.413  -0.5107
O  1.103  -1.848  -0.691  -0.5941
O  1.456  -1.431  0.662  -0.6074
H  -1.298  -0.562  1.501  0.2515
H  -1.956  0.665  0.278  0.2694
H  -2.277  -0.970  -0.037  0.2625
H  2.250  1.265  -1.118  0.1368

Values from the calculation:
Net charge: 0

---

Most stable one: (B), least stable one: (A).

---

(A)
Density functional theory data (ωB97M-V with the def2-TZVPD basis set) for a molecular structure, C4H7F.

Each line ends with the natural charge from an NBO analysis.
Positions of all 12 atoms, in Å:
C  1.280  -0.526  -0.123  0.0022
C  -0.141  -0.400  0.521  -0.3263
C  -0.488  1.114  0.101  -0.4018
C  -1.547  -0.048  -0.274  -0.4070
H  2.005  -1.562  0.501  0.1759
H  1.104  -1.074  -1.259  0.1981
H  0.038  -0.605  1.620  0.2336
H  -0.637  2.089  0.575  0.2440
H  0.275  1.176  -0.880  0.2157
H  -2.365  -0.178  0.517  0.2248
H  -1.792  -0.586  -1.266  0.2368
F  2.268  0.601  -0.033  -0.3960

Values from the calculation:
Net charge: 0

---

(B)
Density functional theory data (ωB97M-V with the def2-TZVPD basis set) for a single C4H7F molecule.

Each line ends with the natural charge from an NBO analysis.
Positions of all 12 atoms, in Å:
C  1.908  -0.601  -0.268  -0.3943
C  0.915  0.319  -0.034  -0.1886
C  -0.373  0.025  0.666  -0.4872
C  -1.497  0.309  -0.397  0.0428
F  -2.578  -0.662  -0.117  -0.4043
H  1.980  -1.679  0.145  0.2114
H  2.774  -0.181  -0.725  0.1968
H  1.091  1.366  -0.134  0.1973
H  -0.356  -1.167  0.917  0.2259
H  -0.622  0.646  1.567  0.2285
H  -1.999  1.385  -0.072  0.1728
H  -1.242  0.240  -1.549  0.1990

Values from the calculation:
Net charge: 0

---

Most stable one: (B), least stable one: (A).

---

(A)
Density functional theory data (ωB97M-V with the def2-TZVPD basis set) for a single C4H7F molecule.

Each line ends with the natural charge from an NBO analysis.
Positions of all 12 atoms, in Å:
C  1.285  1.480  0.379  -0.5439
C  0.445  0.527  0.720  0.4383
F  0.563  -0.253  1.838  -0.3494
C  -0.858  0.032  -0.153  -0.4524
C  -0.627  -1.409  -0.646  -0.6127
H  2.200  1.589  1.037  0.2100
H  1.324  2.260  -0.345  0.2308
H  -1.598  0.177  0.614  0.2169
H  -0.890  0.835  -0.907  0.2142
H  0.262  -1.505  -1.361  0.2190
H  -1.557  -1.699  -1.386  0.2085
H  -0.548  -2.033  0.211  0.2207

Values from the calculation:
Net charge: 0

---

(B)
Density functional theory data (ωB97M-V with the def2-TZVPD basis set) for a single C4H7F molecule.

Each line ends with the natural charge from an NBO analysis.
Positions of all 12 atoms, in Å:
C  -1.558  -0.166  0.236  -0.5246
C  -0.442  0.257  -0.394  0.4271
F  -0.465  0.606  -1.658  -0.3192
C  0.969  0.259  0.247  -0.4828
C  1.257  -0.819  1.349  -0.6056
H  -2.508  -0.033  -0.201  0.2151
H  -1.456  -0.586  1.311  0.2150
H  1.813  0.192  -0.554  0.2206
H  1.240  1.190  0.744  0.2229
H  0.990  -1.850  1.002  0.2118
H  0.523  -0.766  2.220  0.2016
H  2.235  -0.783  1.772  0.2180

Values from the calculation:
Net charge: 0

---

(C)
Density functional theory data (ωB97M-V with the def2-TZVPD basis set) for a molecular structure, C4H7F.

Each line ends with the natural charge from an NBO analysis.
Positions of all 12 atoms, in Å:
C  1.397  -0.326  -0.418  -0.5737
C  0.502  0.403  0.618  0.1670
C  -0.903  -0.221  0.420  -0.2618
C  -1.833  0.335  -0.239  -0.3506
H  1.271  -1.484  -0.216  0.2119
H  1.305  -0.016  -1.353  0.2080
H  2.666  -0.417  -0.026  0.1849
H  0.980  0.232  1.477  0.1808
H  -1.116  -1.192  0.894  0.2117
H  -2.889  -0.394  -0.648  0.1900
H  -1.795  1.353  -0.531  0.2115
F  0.414  1.727  0.021  -0.3796

Values from the calculation:
Net charge: 0

---

Most stable one: (B), least stable one: (C).